1.
{"formula": "C59H68N3", "method": "the ωB97M-V functional and the def2-TZVPD basis", "elements": ["C", "C", "C", "C", "C", "C", "C", "C", "C", "C", "C", "C", "C", "C", "N", "C", "C", "C", "C", "C", "C", "C", "C", "N", "C", "C", "C", "C", "C", "C", "C", "C", "C", "C", "C", "C", "C", "C", "C", "C", "H", "H", "H", "H", "H", "H", "H", "H", "H", "H", "H", "H", "H", "H", "H", "H", "H", "H", "H", "H", "H", "H", "H", "H", "H", "H", "H", "H", "H", "H", "H", "H", "H", "H", "H", "H", "H", "H", "H", "H", "H", "H", "H", "H", "H", "H", "H", "H", "H", "H", "C", "N", "C", "C", "C", "C", "C", "C", "C", "C", "C", "C", "C", "C", "C", "C", "C", "C", "C", "C", "C", "C", "H", "H", "H", "H", "H", "H", "H", "H", "H", "H", "H", "H", "H", "H", "H", "H", "H", "H"], "coordinates": [[0.419, 1.170, -0.991], [0.197, -0.219, -1.581], [-1.215, -0.275, -2.186], [1.152, -0.495, -2.718], [0.539, -1.374, -0.622], [0.199, -2.669, -1.039], [0.546, -3.754, -0.239], [1.467, -3.572, 0.792], [1.965, -2.297, 1.120], [3.288, -2.213, 1.913], [3.015, -2.373, 3.409], [4.115, -0.966, 1.578], [4.183, -3.394, 1.523], [1.175, -1.211, 0.632], [0.647, -0.232, 1.525], [-0.746, -0.149, 1.731], [-1.683, -0.344, 0.742], [-3.094, -0.625, 1.071], [-4.075, 0.370, 1.231], [-5.317, 0.030, 1.779], [-5.620, -1.314, 2.028], [-4.709, -2.329, 1.708], [-3.475, -1.983, 1.165], [-0.939, 0.084, 3.087], [-2.129, -0.145, 3.889], [-2.376, -1.434, 4.443], [-1.357, -2.613, 4.487], [-2.041, -3.924, 4.892], [-0.284, -2.322, 5.540], [-0.738, -2.877, 3.127], [-3.607, -1.641, 5.068], [-4.452, -0.584, 5.384], [-4.083, 0.701, 5.028], [-2.959, 0.946, 4.234], [-2.736, 2.434, 3.846], [-4.097, 3.083, 3.551], [-1.920, 2.635, 2.578], [-2.067, 3.138, 5.030], [0.298, 0.394, 3.644], [1.242, 0.176, 2.717], [1.439, 1.300, -0.605], [0.253, 1.925, -1.771], [-0.303, 1.360, -0.185], [-1.443, -1.274, -2.570], [-1.988, 0.022, -1.468], [-1.277, 0.443, -3.013], [1.103, -1.525, -3.092], [0.871, 0.144, -3.551], [2.185, -0.285, -2.430], [-0.339, -2.830, -1.979], [0.147, -4.746, -0.467], [1.841, -4.457, 1.310], [2.450, -3.299, 3.595], [3.970, -2.440, 3.949], [2.446, -1.541, 3.835], [4.551, -1.082, 0.577], [3.560, -0.028, 1.574], [4.939, -0.886, 2.301], [4.363, -3.397, 0.443], [5.148, -3.301, 2.029], [3.752, -4.355, 1.812], [-1.337, -1.014, -0.027], [-3.853, 1.386, 0.913], [-6.038, 0.814, 2.016], [-6.585, -1.575, 2.461], [-4.939, -3.379, 1.898], [-2.759, -2.744, 0.840], [-2.887, -4.149, 4.231], [-1.334, -4.755, 4.815], [-2.389, -3.895, 5.931], [0.248, -1.383, 5.343], [-0.751, -2.242, 6.530], [0.450, -3.139, 5.572], [0.030, -2.151, 2.862], [-0.254, -3.864, 3.102], [-1.506, -2.864, 2.345], [-3.923, -2.642, 5.362], [-5.382, -0.768, 5.919], [-4.715, 1.527, 5.356], [-4.703, 3.217, 4.452], [-3.950, 4.072, 3.104], [-4.652, 2.467, 2.832], [-0.849, 2.495, 2.735], [-2.271, 1.957, 1.796], [-2.077, 3.659, 2.211], [-1.106, 2.667, 5.275], [-1.879, 4.193, 4.792], [-2.703, 3.093, 5.923], [0.376, 0.718, 4.666], [2.304, 0.327, 2.813], [5.494, -1.951, -3.772], [4.623, -1.567, -4.859], [4.246, -2.623, -5.785], [3.944, -0.385, -4.831], [4.249, 0.621, -3.863], [3.341, 1.630, -3.618], [2.139, 1.701, -4.376], [0.997, 2.514, -3.989], [-0.333, 2.372, -4.618], [-0.893, 3.688, -4.751], [-2.024, 3.925, -5.518], [-2.693, 2.839, -6.099], [-2.184, 1.540, -5.947], [-1.003, 1.298, -5.229], [0.089, 4.660, -4.289], [1.250, 3.943, -3.833], [2.453, 4.633, -3.685], [2.488, 6.010, -3.932], [1.345, 6.692, -4.399], [0.139, 6.008, -4.592], [2.026, 0.890, -5.539], [2.893, -0.152, -5.755], [6.278, -1.202, -3.618], [4.955, -2.083, -2.820], [5.958, -2.902, -4.037], [4.163, -2.222, -6.802], [5.037, -3.379, -5.758], [3.285, -3.094, -5.513], [5.185, 0.574, -3.304], [3.506, 2.318, -2.783], [-2.355, 4.962, -5.650], [-3.605, 3.015, -6.671], [-2.700, 0.707, -6.425], [-0.620, 0.273, -5.166], [3.370, 4.114, -3.416], [3.425, 6.553, -3.792], [1.403, 7.756, -4.623], [-0.757, 6.486, -4.988], [1.212, 1.063, -6.243], [2.716, -0.832, -6.589]], "mulliken_charge": [-1.60, 3.53, -1.66, -1.41, -0.21, -0.19, -1.81, 0.26, -0.18, 2.46, -1.55, -1.82, -1.93, -0.50, 1.55, 0.17, -0.57, 0.24, -0.25, -0.69, -0.72, -0.34, -0.85, 1.58, -0.53, -0.11, 2.52, -2.38, -1.64, -0.63, -0.39, -1.65, -0.32, 0.41, 2.42, -1.72, -1.78, -1.82, -1.25, -1.53, 0.25, 0.45, -0.53, 0.31, 0.25, 0.31, 0.50, -0.35, 0.32, 0.53, 0.34, 0.36, 0.23, 0.65, 0.23, 0.30, 0.31, 0.39, 0.34, 0.52, 0.32, 0.02, 0.48, 0.41, 0.41, 0.42, 0.41, 0.44, 0.40, 0.46, 0.28, 0.37, 0.40, -0.43, 0.80, -0.22, 0.42, 0.46, 0.23, 0.50, 0.45, 0.21, 0.17, -0.04, 0.65, 0.21, 0.43, 0.39, 0.71, 1.24, -1.24, 0.11, -1.04, 1.61, -1.68, -0.74, -0.01, 1.40, 0.89, -0.54, -0.45, -0.87, -0.99, 0.29, 0.07, 0.91, -0.62, -0.96, -0.57, -0.79, -0.23, -0.37, 0.33, 0.55, 0.31, 0.37, 0.33, 0.35, 0.29, 0.47, 0.39, 0.41, 0.45, 0.29, 0.23, 0.45, 0.42, 0.36, 0.64, 0.36], "de_lowest_ev": 1.697, "charge": 1, "gap_ev": 3.0, "e_lumo_ev": -5.33}

---

2.
{"formula": "C3H8O2PS", "method": "the ωB97M-V functional and the def2-TZVPD basis", "elements": ["C", "C", "C", "O", "O", "P", "S", "H", "H", "H", "H", "H", "H", "H", "H"], "coordinates": [[2.182, -0.124, -0.322], [-0.341, -0.668, -0.415], [0.727, 0.213, 0.208], [-3.111, -0.674, -0.909], [-2.614, -0.343, 1.464], [-2.300, 0.217, -0.129], [0.493, 2.078, -0.218], [2.001, -0.443, -1.314], [2.748, -0.833, 0.234], [2.811, 0.767, -0.567], [0.017, -0.768, -1.462], [-0.323, -1.679, 0.214], [0.875, 0.337, 1.317], [-2.268, 0.145, 2.233], [-0.896, 1.774, -0.333]], "nbo_charge": [-0.63, -0.78, -0.27, -1.17, -1.06, 1.44, -0.28, 0.20, 0.19, 0.20, 0.19, 0.20, 0.19, 0.47, 0.11], "de_lowest_ev": 2.094, "charge": -1, "smiles": "C[C@@H](S)CP([O-])O", "gap_ev": 6.5, "e_lumo_ev": 3.54}

---

3.
{"formula": "C21H48IrN10O4Se", "method": "the ωB97M-V functional and the def2-TZVPD basis", "elements": ["Ir", "C", "N", "C", "C", "N", "C", "C", "N", "C", "C", "N", "C", "N", "C", "C", "N", "C", "C", "C", "C", "N", "C", "N", "C", "C", "N", "C", "C", "N", "C", "C", "H", "H", "H", "H", "H", "H", "H", "H", "H", "H", "H", "H", "H", "H", "H", "H", "H", "H", "H", "H", "H", "H", "H", "H", "H", "H", "H", "H", "H", "H", "H", "H", "H", "H", "H", "H", "H", "H", "H", "H", "H", "H", "H", "H", "H", "H", "H", "H", "O", "Se", "O", "O", "O"], "coordinates": [[0.113, 0.431, -0.607], [-4.670, -0.919, -3.164], [-3.323, -1.132, -2.657], [-2.787, -2.466, -2.852], [-2.630, -0.160, -2.010], [-1.303, -0.100, -2.074], [-0.639, -0.407, -3.345], [0.673, 0.366, -3.398], [1.468, 0.082, -2.175], [2.591, 1.035, -1.956], [2.972, 0.980, -0.482], [1.772, 1.271, 0.302], [1.951, 2.173, 1.286], [1.198, 3.264, 1.419], [0.357, 3.781, 0.350], [1.089, 3.984, 2.688], [3.007, 2.007, 2.112], [3.409, 0.667, 2.497], [3.801, 3.102, 2.641], [2.013, -1.312, -2.192], [1.137, -2.221, -1.362], [0.641, -1.466, -0.220], [0.411, -2.122, 0.931], [-0.763, -2.059, 1.553], [-2.016, -2.044, 0.802], [-0.907, -2.137, 3.006], [1.400, -2.884, 1.464], [1.139, -4.151, 2.131], [2.800, -2.534, 1.334], [-3.334, 0.746, -1.312], [-4.475, 0.382, -0.484], [-3.013, 2.166, -1.321], [-4.726, -1.289, -4.189], [-5.417, -1.446, -2.567], [-4.902, 0.142, -3.164], [-3.556, -3.198, -2.600], [-2.478, -2.638, -3.887], [-1.937, -2.622, -2.192], [-0.435, -1.473, -3.487], [-1.261, -0.099, -4.191], [1.246, 0.115, -4.297], [0.467, 1.437, -3.405], [3.431, 0.791, -2.614], [2.232, 2.035, -2.201], [3.406, 0.001, -0.246], [3.759, 1.715, -0.294], [0.596, 3.281, -0.587], [-0.693, 3.630, 0.600], [0.552, 4.850, 0.238], [1.364, 3.317, 3.500], [1.717, 4.877, 2.692], [0.047, 4.254, 2.828], [2.576, -0.010, 2.323], [4.299, 0.334, 1.951], [3.639, 0.661, 3.563], [3.599, 4.013, 2.084], [3.609, 3.281, 3.700], [4.858, 2.853, 2.519], [2.100, -1.658, -3.223], [3.015, -1.285, -1.768], [0.292, -2.583, -1.955], [1.697, -3.102, -1.050], [-2.643, -1.227, 1.152], [-1.799, -1.925, -0.254], [-2.527, -2.998, 0.966], [0.053, -1.955, 3.481], [-1.598, -1.354, 3.310], [-1.298, -3.111, 3.309], [0.115, -4.464, 1.955], [1.808, -4.907, 1.715], [1.313, -4.089, 3.207], [2.886, -1.527, 0.939], [3.276, -2.567, 2.317], [3.330, -3.232, 0.679], [-4.602, -0.698, -0.475], [-4.275, 0.713, 0.538], [-5.395, 0.849, -0.841], [-2.079, 2.332, -1.852], [-3.817, 2.704, -1.832], [-2.910, 2.544, -0.306], [0.043, 0.846, 2.913], [-1.399, 1.299, 2.317], [-1.761, 2.864, 2.447], [-1.290, 1.084, 0.590], [-2.608, 0.313, 2.742]], "mulliken_charge": [0.63, -1.18, 0.45, -0.93, -0.61, 0.72, -0.58, -1.57, 0.38, -1.67, -0.36, 1.46, -0.24, 0.24, -1.00, -1.35, 0.42, -1.00, -1.21, -1.27, -0.58, 0.32, -0.39, 0.52, -0.63, -1.16, 0.39, -1.23, -0.98, 0.50, -1.25, -0.98, 0.38, 0.38, 0.35, 0.41, 0.29, 0.02, 0.24, 0.79, 0.40, 0.40, 0.34, 0.36, 0.16, 0.85, 0.11, 0.30, 0.53, 0.36, 0.37, 0.49, 0.00, 0.29, 0.52, 0.37, 0.36, 0.39, 0.50, 0.38, -0.10, 0.91, 0.24, -0.19, 0.54, 0.29, 0.46, 0.35, 0.39, 0.38, 0.36, -0.02, 0.37, 0.32, 0.41, 0.27, 0.37, 0.23, 0.47, 0.20, -0.50, 1.19, -0.75, -0.60, -0.81], "de_lowest_ev": 0.451, "charge": 1, "gap_ev": 7.6, "e_lumo_ev": -2.73}

---

4.
{"formula": "C2H8N2O2", "method": "the ωB97M-V functional and the def2-TZVPD basis", "elements": ["N", "C", "O", "H", "H", "H", "H", "H", "C", "N", "O", "H", "H", "H"], "coordinates": [[-1.272, 1.169, 1.196], [-1.539, -0.221, 1.119], [-1.589, -0.827, -0.203], [-1.895, 1.735, 0.644], [-0.310, 1.400, 0.978], [-2.479, -0.481, 1.609], [-0.690, -0.774, 1.528], [-1.660, -0.160, -0.892], [1.805, 0.155, -0.540], [2.175, -0.684, -1.526], [0.815, 0.854, -0.492], [2.493, 0.060, 0.321], [1.651, -0.611, -2.391], [2.495, -1.616, -1.351]], "nbo_charge": [-0.85, 0.09, -0.77, 0.35, 0.40, 0.16, 0.16, 0.47, 0.55, -0.82, -0.61, 0.10, 0.39, 0.40], "de_lowest_ev": 1.340, "smiles": "NC=O.NCO", "gap_ev": 10.0, "e_lumo_ev": 0.83}